1.
This record from the OMol25 dataset describes C37H33Cl2CoN4O2P2Se4 as an isolated structure. The level of theory is the ωB97M-V functional and the def2-TZVPD basis.

Calculated values
E_HOMO (spin up / spin down): -1.0 / -1.0 eV
Multiplicity: 5
Kohn-Sham gap (spin up / spin down): 4.79 / 4.82 eV
⟨S²⟩: 6.058
Total charge: -2

Positions of all 85 atoms, in Å:
Co: -2.405 -1.388 0.295
Se: 4.643 -0.256 2.129
P: 3.621 0.174 0.326
C: 4.333 -0.713 -1.119
C: 3.523 -1.252 -2.108
C: 4.089 -1.874 -3.219
C: 5.465 -1.954 -3.344
C: 6.279 -1.426 -2.352
C: 5.713 -0.813 -1.240
C: 3.990 1.911 -0.138
C: 3.058 2.756 -0.701
C: 3.397 4.052 -1.096
C: 4.689 4.504 -0.916
C: 5.637 3.667 -0.334
C: 5.289 2.382 0.055
C: 1.870 -0.297 0.230
C: 0.519 0.091 0.113
N: -0.211 -1.031 0.199
N: 0.601 -2.061 0.353
N: 1.850 -1.647 0.390
P: -0.456 1.579 -0.104
Se: -2.531 1.172 -0.253
C: -0.062 2.613 1.335
C: -0.243 1.992 2.569
C: 0.030 2.696 3.735
C: 0.478 4.010 3.672
C: 0.641 4.632 2.446
C: 0.371 3.930 1.274
C: 0.122 2.427 -1.615
C: 0.978 1.798 -2.503
C: 1.313 2.410 -3.710
C: 0.788 3.651 -4.023
C: -0.087 4.277 -3.146
C: -0.431 3.658 -1.950
H: 2.449 -1.229 -1.995
H: 3.444 -2.310 -3.973
H: 5.905 -2.444 -4.205
H: 7.357 -1.503 -2.433
H: 6.341 -0.439 -0.440
H: 2.052 2.410 -0.844
H: 2.644 4.691 -1.543
H: 4.962 5.509 -1.218
H: 6.649 4.019 -0.174
H: 6.014 1.742 0.542
H: -0.631 0.978 2.629
H: -0.113 2.204 4.688
H: 0.702 4.550 4.584
H: 0.988 5.657 2.393
H: 0.513 4.415 0.317
H: 1.384 0.827 -2.253
H: 1.981 1.907 -4.398
H: 1.051 4.129 -4.959
H: -0.524 5.234 -3.401
H: -1.159 4.116 -1.291
O: -6.455 -3.584 3.573
C: -6.391 -2.155 3.685
C: -5.323 -1.562 2.754
C: -5.412 -0.071 3.084
O: -4.706 0.788 2.203
C: -5.743 -1.941 1.322
Se: -4.891 -1.172 -0.278
C: -3.973 -2.194 3.185
Se: -2.247 -1.298 2.893
H: -7.033 -3.903 4.271
H: -6.142 -1.879 4.718
H: -7.367 -1.724 3.436
H: -5.037 0.025 4.113
H: -6.480 0.208 3.086
H: -4.477 1.587 2.680
H: -6.811 -1.727 1.206
H: -5.614 -3.017 1.233
H: -3.890 -3.168 2.707
H: -4.022 -2.359 4.265
Cl: -2.594 -6.006 0.901
C: -1.913 -5.504 -0.622
C: -1.384 -6.472 -1.450
C: -0.847 -6.114 -2.684
C: -0.857 -4.775 -3.067
C: -1.376 -3.814 -2.224
Cl: -1.355 -2.164 -2.785
C: -1.914 -4.096 -0.923
N: -2.348 -3.196 -0.068
H: -1.398 -7.507 -1.131
H: -0.419 -6.867 -3.336
H: -0.449 -4.471 -4.023

***

2.
This record from the OMol25 dataset describes C20H28N2O2S in the gas phase at a distorted geometry. The level of theory is the ωB97M-V functional and the def2-TZVPD basis.

Calculated values
E_HOMO: -7.6 eV
Kohn-Sham gap: 7.66 eV
SMILES: CCCCOc1ccc(/C=C/C2=CC(C)(C)NC(=S)N2)cc1OCC

Positions of all 53 atoms, in Å:
C: -1.675 -4.500 -4.810
C: -0.240 -4.391 -4.310
C: 0.381 -3.043 -4.667
C: 1.791 -2.905 -4.086
O: 1.810 -2.982 -2.677
C: 1.340 -1.946 -1.937
C: 1.011 -0.686 -2.413
C: 0.565 0.306 -1.558
C: 0.433 0.067 -0.194
C: -0.029 1.059 0.753
C: -0.535 2.267 0.459
C: -0.985 3.254 1.420
C: -0.804 3.204 2.749
C: -1.266 4.288 3.682
C: -0.052 5.060 4.229
C: -2.070 3.686 4.842
N: -2.130 5.208 2.956
C: -2.257 5.298 1.624
S: -3.139 6.500 0.910
N: -1.654 4.346 0.871
C: 0.775 -1.205 0.289
C: 1.217 -2.207 -0.550
O: 1.539 -3.476 -0.179
C: 1.607 -3.812 1.190
C: 2.855 -3.259 1.873
H: -2.296 -3.728 -4.361
H: -2.095 -5.469 -4.553
H: -1.713 -4.385 -5.891
H: -0.217 -4.512 -3.225
H: 0.361 -5.191 -4.747
H: -0.252 -2.243 -4.278
H: 0.441 -2.932 -5.752
H: 2.267 -1.980 -4.435
H: 2.406 -3.750 -4.408
H: 1.107 -0.457 -3.462
H: 0.332 1.275 -1.968
H: 0.038 0.762 1.791
H: -0.645 2.563 -0.575
H: -0.281 2.383 3.205
H: -0.377 5.843 4.911
H: 0.614 4.386 4.761
H: 0.498 5.517 3.409
H: -1.452 2.995 5.408
H: -2.934 3.149 4.458
H: -2.415 4.471 5.511
H: -2.567 5.947 3.487
H: -1.804 4.396 -0.125
H: 0.668 -1.390 1.347
H: 0.698 -3.492 1.717
H: 1.637 -4.906 1.195
H: 3.742 -3.611 1.353
H: 2.890 -3.599 2.904
H: 2.858 -2.172 1.857

***

3.
This record from the OMol25 dataset describes a 2-piece molecular cluster, C6H12N overall at a distorted geometry. The level of theory is the ωB97M-V functional and the def2-TZVPD basis.

Calculated values
E_HOMO: -14.6 eV
Kohn-Sham gap: 10.44 eV
Total charge: +1

Positions of all 19 atoms, in Å:
C: -2.308 -0.985 0.072
C: -2.453 -2.158 -0.096
C: -0.091 0.546 0.798
C: 0.696 -0.145 1.886
C: 1.957 0.384 -0.471
C: -0.224 1.123 -1.517
N: 0.562 0.759 -0.280
H: -2.591 0.052 -0.081
H: -2.701 -3.142 -0.177
H: -1.169 0.779 1.110
H: 1.669 0.360 1.822
H: 0.489 -1.133 1.403
H: 0.374 -0.400 2.899
H: 2.240 -0.639 0.046
H: 2.017 0.155 -1.502
H: 2.758 1.028 -0.215
H: 0.400 1.146 -2.407
H: -0.834 0.282 -1.805
H: -0.793 1.989 -1.486